1.
{
  "formula": "H26O13",
  "method": "ωB97M-V with the def2-TZVPD basis set",
  "species": ["O", "H", "H", "O", "H", "H", "O", "H", "H", "O", "H", "H", "O", "H", "H", "O", "H", "H", "O", "H", "H", "O", "H", "H", "O", "H", "H", "O", "H", "H", "O", "H", "H", "O", "H", "H", "O", "H", "H"],
  "positions_angstrom": [[1.811, 2.763, -0.824], [1.522, 2.055, -1.412], [1.421, 3.560, -1.194], [-3.309, -0.422, -1.627], [-3.431, -1.111, -0.967], [-2.618, 0.115, -1.165], [2.691, -1.905, 0.322], [2.299, -2.604, -0.257], [3.391, -2.324, 0.847], [-1.395, 2.851, 2.552], [-0.430, 2.778, 2.603], [-1.650, 2.209, 3.236], [-1.697, 2.900, -0.129], [-2.639, 3.116, -0.271], [-1.618, 2.833, 0.850], [-1.096, -0.604, 1.956], [-1.338, -0.114, 1.144], [-0.099, -0.454, 2.081], [1.228, -0.500, -1.849], [1.052, -0.367, -2.795], [2.108, -0.867, -1.677], [0.951, -3.554, -0.900], [0.155, -3.646, -0.333], [0.618, -3.187, -1.719], [1.833, 2.272, 1.801], [2.711, 2.301, 1.402], [1.332, 2.375, 0.965], [-1.010, 0.359, -0.671], [-0.839, 1.264, -0.342], [-0.285, 0.067, -1.260], [-1.010, -3.021, 0.893], [-1.323, -3.252, 1.775], [-0.997, -2.043, 1.074], [1.439, -0.461, 2.410], [1.685, 0.480, 2.279], [1.754, -1.002, 1.664], [-0.550, -0.720, -3.833], [-0.875, -1.523, -4.275], [-1.384, -0.424, -3.432]],
  "forces_ev_per_angstrom": [[-0.13, -0.08, -0.26], [0.07, -0.20, -0.02], [-0.08, 0.14, 0.01], [0.24, 0.36, 0.44], [-0.25, -0.32, -0.17], [-0.24, -0.31, -0.70], [0.47, -0.16, -0.13], [-0.31, 0.11, 0.64], [-0.26, 0.08, -0.34], [0.50, -0.45, 0.71], [0.09, 0.28, -0.08], [-0.30, 0.11, -0.41], [-0.50, 0.34, 0.36], [0.70, -0.24, -0.04], [-0.25, 0.21, -0.27], [0.20, 0.64, -0.25], [0.31, -0.33, 0.43], [-0.97, -0.22, 0.10], [0.40, 0.38, -0.11], [0.27, -0.52, 0.11], [-0.29, 0.22, -0.11], [-0.04, -0.45, -0.15], [0.32, 0.33, 0.22], [-0.07, 0.16, -0.21], [-0.28, -0.06, -0.49], [0.25, 0.09, 0.39], [0.06, 0.03, 0.34], [0.28, 0.45, 0.20], [-0.24, -0.26, -0.73], [0.01, -0.01, 0.71], [-0.35, 0.43, 0.46], [0.01, -0.68, -0.11], [0.21, -0.19, -0.35], [0.07, 0.29, 0.31], [0.08, -0.50, -0.23], [0.30, 0.25, -0.17], [-1.01, -0.43, -0.37], [0.54, 0.23, 0.01], [0.19, 0.25, 0.26]],
  "lowdin_charge": [-0.035, 0.040, 0.067, -0.093, 0.028, -0.009, -0.080, 0.018, 0.067, -0.039, 0.044, 0.078, -0.080, 0.073, -0.003, -0.111, 0.014, 0.005, -0.064, 0.036, 0.056, -0.065, 0.023, 0.039, -0.068, 0.058, 0.022, -0.089, 0.027, 0.018, -0.086, 0.053, 0.004, -0.056, 0.025, 0.021, -0.053, 0.068, 0.045],
  "e_lumo_ha": 0.0048,
  "largest_force_ev_per_a": 1.16,
  "homo_lumo_gap_ev": 10.755,
  "e_tot_ha": -993.753246
}

***

2.
{
  "formula": "C2HFN2O2",
  "method": "ωB97M-V with the def2-TZVPD basis set",
  "species": ["C", "C", "N", "N", "O", "O", "F", "H"],
  "positions_angstrom": [[1.557, 1.640, -0.126], [4.074, -0.772, -0.051], [0.621, 0.975, 0.106], [-0.355, 0.267, -0.239], [4.723, -0.225, -0.804], [3.401, -1.220, 0.774], [2.208, 2.626, 0.446], [-0.120, -0.727, -0.129]],
  "forces_ev_per_angstrom": [[2.96, 2.76, -0.90], [-1.14, -0.10, 1.63], [-2.54, -2.38, -0.44], [0.05, -0.03, 0.33], [1.55, 0.83, -1.96], [-0.43, -0.71, 0.31], [-0.39, -0.65, 0.49], [-0.06, 0.27, 0.54]],
  "lowdin_charge": [-0.129, -0.451, -0.079, 0.072, 0.232, 0.196, 0.094, 0.065],
  "e_lumo_ha": [-0.0186, -0.0186],
  "largest_force_ev_per_a": 4.15,
  "homo_lumo_gap_ev": [8.744, 8.744],
  "e_tot_ha": -436.555245
}

***

3.
{
  "formula": "C6H13N2",
  "method": "ωB97M-V with the def2-TZVPD basis set",
  "species": ["C", "C", "C", "C", "C", "C", "N", "N", "H", "H", "H", "H", "H", "H", "H", "H", "H", "H", "H", "H", "H"],
  "positions_angstrom": [[-0.814, -0.159, -1.286], [0.671, 0.909, 0.437], [-0.764, 0.495, 0.135], [-0.993, -0.955, -0.062], [-1.939, 1.551, 0.233], [2.719, -0.287, -0.304], [-1.304, -2.028, 0.584], [1.446, -0.349, 0.285], [-1.717, -0.129, -1.865], [0.097, -0.362, -1.675], [0.934, 1.544, -0.289], [0.736, 1.373, 1.350], [-2.286, 1.637, 1.300], [-2.843, 1.236, -0.390], [-1.588, 2.457, -0.060], [3.504, 0.057, 0.361], [2.780, -1.340, -0.687], [2.802, 0.347, -1.094], [-1.681, -2.931, 0.342], [-1.178, -2.139, 1.591], [1.418, -0.926, 1.095]],
  "forces_ev_per_angstrom": [[-2.81, -1.09, 2.35], [-1.38, -4.44, 0.82], [-1.02, 1.00, -2.00], [-0.19, 0.34, 0.94], [-1.80, -4.32, 2.31], [0.91, -3.10, 1.17], [0.15, -0.01, 1.15], [-2.42, 1.63, 0.22], [-0.04, 0.52, -0.54], [2.55, -0.55, -1.81], [1.24, 2.52, -2.70], [0.37, 1.10, 2.41], [0.26, 0.04, -0.99], [1.34, 0.44, 0.82], [1.11, 2.63, -1.08], [0.46, -0.54, 0.34], [1.35, 0.95, 0.23], [-0.41, 1.83, -2.58], [0.18, -0.09, -1.85], [-0.05, 1.27, 0.03], [0.19, -0.14, 0.75]],
  "lowdin_charge": [0.054, -0.101, -0.287, -0.110, 0.022, -0.106, 0.276, -0.128, 0.132, 0.090, 0.098, 0.107, 0.102, 0.115, 0.046, 0.094, 0.118, 0.052, 0.152, 0.159, 0.113],
  "e_lumo_ha": -0.1605,
  "largest_force_ev_per_a": 5.22,
  "homo_lumo_gap_ev": 8.468,
  "smiles": "CNC[C@@]1(C)CC1=[NH2+]",
  "e_tot_ha": -345.559353,
  "charge": 1
}

***

4.
{
  "formula": "C33H84BClFN10O9P4S",
  "method": "ωB97M-V with the def2-TZVPD basis set",
  "species": ["C", "B", "O", "P", "C", "C", "C", "C", "C", "C", "C", "C", "C", "C", "S", "O", "O", "F", "O", "C", "Cl", "C", "N", "C", "C", "O", "O", "H", "H", "H", "H", "H", "H", "H", "H", "H", "H", "H", "H", "H", "H", "H", "H", "H", "H", "H", "H", "H", "H", "H", "H", "H", "H", "H", "H", "H", "H", "O", "P", "N", "C", "C", "N", "C", "C", "N", "C", "C", "H", "H", "H", "H", "H", "H", "H", "H", "H", "H", "H", "H", "H", "H", "H", "H", "H", "H", "O", "P", "N", "C", "C", "N", "C", "C", "N", "C", "C", "H", "H", "H", "H", "H", "H", "H", "H", "H", "H", "H", "H", "H", "H", "H", "H", "H", "H", "O", "P", "N", "C", "C", "N", "C", "C", "N", "C", "C", "H", "H", "H", "H", "H", "H", "H", "H", "H", "H", "H", "H", "H", "H", "H", "H", "H", "H"],
  "positions_angstrom": [[-5.126, 0.196, -1.596], [-3.673, 0.976, -1.571], [-3.032, 1.146, -2.831], [-3.052, 1.499, 0.197], [-2.337, 3.220, -0.249], [-1.270, 3.335, -1.407], [0.045, 4.217, -1.038], [1.350, 3.299, -0.996], [0.212, 5.352, -2.172], [1.429, 6.345, -1.926], [1.175, 7.325, -0.701], [1.218, 6.929, 0.653], [2.184, 5.795, 1.220], [0.234, 7.711, 1.644], [-1.125, 0.394, 0.133], [-0.016, 1.115, 0.827], [-0.788, -0.136, -1.223], [-1.421, -0.987, 1.095], [-2.556, 1.874, 1.846], [-3.736, 2.076, 2.625], [-3.530, 2.662, 4.357], [-4.805, 2.906, 1.711], [-4.469, 4.339, 1.890], [-6.287, 2.586, 2.228], [-7.232, 3.878, 2.237], [-8.003, 4.146, 3.174], [-4.585, 2.347, 0.402], [-4.872, -0.867, -1.951], [-5.556, 0.110, -0.548], [-5.875, 0.713, -2.270], [-2.686, 0.323, -3.213], [-3.588, 0.220, 0.618], [-1.866, 3.635, 0.706], [-3.228, 3.906, -0.445], [-0.909, 2.378, -1.887], [-1.764, 3.926, -2.260], [-0.140, 4.685, -0.021], [1.549, 3.065, 0.107], [2.291, 3.781, -1.397], [1.187, 2.301, -1.532], [-0.745, 5.986, -2.137], [0.223, 4.900, -3.222], [1.498, 7.012, -2.857], [2.443, 5.853, -1.828], [0.899, 8.402, -0.922], [3.001, 5.514, 0.479], [2.622, 6.117, 2.225], [1.523, 4.873, 1.377], [-0.011, 8.723, 1.181], [-0.742, 7.115, 1.640], [0.698, 7.786, 2.672], [-4.105, 1.003, 2.797], [-4.933, 4.923, 1.182], [-4.689, 4.661, 2.838], [-6.784, 1.842, 1.532], [-6.311, 2.172, 3.284], [-7.194, 4.625, 1.370], [4.377, 0.245, -1.693], [4.519, -1.244, -2.061], [3.657, -1.069, -3.541], [2.677, -1.945, -4.129], [4.490, -0.518, -4.605], [3.494, -1.740, -0.715], [2.074, -2.070, -0.861], [3.532, -0.810, 0.435], [4.845, -2.958, -2.443], [4.043, -4.135, -2.156], [6.189, -3.244, -1.886], [3.125, -2.844, -4.588], [2.129, -1.440, -4.931], [1.903, -2.259, -3.432], [5.222, -1.259, -4.960], [5.048, 0.357, -4.249], [3.897, -0.176, -5.457], [1.506, -1.237, -1.288], [1.641, -2.327, 0.114], [1.890, -2.964, -1.449], [2.902, 0.075, 0.258], [4.546, -0.463, 0.643], [3.171, -1.292, 1.347], [3.901, -4.309, -1.084], [4.543, -5.023, -2.562], [3.078, -4.132, -2.656], [6.169, -3.221, -0.787], [6.910, -2.492, -2.226], [6.569, -4.219, -2.204], [-7.557, 1.819, 9.599], [-8.101, 1.123, 8.337], [-7.462, 2.310, 7.271], [-8.067, 2.904, 6.105], [-6.038, 2.112, 7.009], [-9.774, 1.442, 8.811], [-10.567, 2.545, 8.274], [-9.969, 1.536, 10.273], [-8.679, 0.167, 6.944], [-9.941, 0.254, 6.229], [-8.543, -1.254, 7.348], [-8.063, 2.232, 5.231], [-7.524, 3.802, 5.793], [-9.084, 3.251, 6.271], [-5.873, 1.242, 6.358], [-5.489, 1.938, 7.943], [-5.578, 2.987, 6.544], [-10.089, 3.515, 8.453], [-11.564, 2.553, 8.734], [-10.788, 2.450, 7.216], [-9.653, 2.518, 10.658], [-9.405, 0.770, 10.807], [-11.020, 1.399, 10.543], [-10.810, 0.028, 6.858], [-9.942, -0.472, 5.407], [-10.089, 1.207, 5.729], [-9.255, -1.501, 8.149], [-7.532, -1.448, 7.724], [-8.711, -1.938, 6.513], [9.995, -6.182, -3.787], [8.870, -5.953, -4.812], [8.232, -7.537, -4.595], [7.738, -8.460, -5.583], [7.398, -7.638, -3.400], [10.025, -5.851, -6.147], [10.331, -6.969, -7.035], [11.352, -5.337, -5.745], [7.529, -5.591, -5.933], [7.444, -5.811, -7.367], [7.210, -4.155, -5.727], [6.734, -8.194, -5.955], [7.645, -9.469, -5.167], [8.403, -8.582, -6.435], [6.437, -7.123, -3.543], [7.896, -7.180, -2.537], [7.200, -8.676, -3.123], [10.697, -7.841, -6.480], [11.091, -6.673, -7.769], [9.496, -7.273, -7.660], [11.955, -6.119, -5.258], [11.268, -4.498, -5.053], [11.916, -4.976, -6.610], [8.190, -5.245, -7.936], [6.458, -5.491, -7.724], [7.490, -6.860, -7.646], [8.031, -3.518, -6.086], [7.063, -3.946, -4.661], [6.292, -3.858, -6.240]],
  "forces_ev_per_angstrom": [[0.54, -0.31, 0.59], [-0.86, -0.86, -2.03], [-0.15, -0.37, 1.21], [-1.57, 2.59, -0.07], [1.71, 1.08, 0.08], [0.32, 1.45, -0.90], [0.00, -0.48, -1.23], [-0.17, -0.38, 1.03], [-0.56, 0.26, 1.01], [0.30, 1.47, -0.32], [0.24, -1.33, 1.72], [0.22, 1.36, -1.69], [-1.66, -0.14, -0.32], [0.88, -0.66, -1.02], [4.27, -0.15, -0.45], [-2.36, -1.90, -1.39], [-0.85, 0.42, 2.50], [0.32, 1.25, -1.04], [-1.93, 0.58, 2.07], [-0.23, -2.57, -1.53], [0.22, 0.15, -1.20], [0.54, -1.28, 1.41], [-0.22, -0.33, -0.99], [-0.85, 0.71, -0.38], [-0.62, 0.02, 1.61], [1.81, -0.79, -2.23], [-0.88, 0.71, 2.29], [-0.66, 1.35, 0.22], [0.41, 0.08, -1.34], [0.91, -0.77, 0.58], [-0.33, 0.45, 0.18], [0.07, 0.22, 0.56], [-0.63, -0.58, -1.40], [1.26, -1.14, -0.02], [-0.65, 0.84, 0.79], [0.56, -1.02, 1.01], [0.34, -0.33, -1.33], [-0.14, -0.01, -1.65], [-1.15, -0.40, 0.32], [0.24, 1.45, 0.71], [1.24, -0.75, -0.08], [0.31, 0.40, 1.45], [0.03, -0.91, 1.20], [-1.24, 0.21, -0.09], [-0.44, -1.61, 0.18], [-1.10, 0.51, 0.99], [-0.60, -0.38, -1.45], [1.19, 1.05, 0.09], [0.41, -1.19, 0.78], [1.34, 0.75, 0.38], [-0.83, 0.07, -1.03], [-0.20, 1.60, -0.06], [0.26, -0.34, 0.57], [0.06, -0.27, -0.56], [0.63, 0.71, 0.74], [0.15, 0.51, -1.21], [0.09, -1.08, 0.66], [4.71, -0.49, -0.55], [-9.57, -0.56, 0.69], [-0.22, 1.05, -1.19], [-0.05, -0.94, 0.03], [0.43, 0.41, 0.45], [0.26, -0.11, 1.16], [-0.22, -0.45, -0.40], [0.26, 0.47, -0.13], [4.54, -0.05, -0.32], [-0.85, 0.06, 0.40], [0.06, 0.19, -0.10], [-0.01, -0.05, 0.03], [0.27, 0.29, 0.09], [0.19, 0.00, 0.18], [0.00, -0.07, -0.24], [-0.09, -0.14, 0.06], [-0.14, -0.15, 0.11], [-0.11, -0.02, 0.10], [0.22, 0.34, -0.02], [0.13, 0.03, -0.27], [0.13, -0.11, 0.11], [-0.09, -0.03, -0.10], [-0.09, -0.28, -0.23], [-0.09, 0.11, 0.04], [0.40, 0.33, -0.05], [-0.05, 0.31, 0.12], [0.12, -0.16, 0.02], [0.01, 0.04, 0.03], [-0.12, -0.01, -0.02], [2.18, -4.13, 0.08], [-4.83, 7.78, -1.83], [1.04, 0.93, 0.17], [-0.53, -0.49, -0.67], [0.27, -0.37, 0.64], [-1.00, -0.23, 0.95], [-0.14, -0.11, -0.59], [0.43, -0.09, 0.13], [2.25, -3.82, 0.62], [-0.65, 0.68, 0.23], [0.22, 0.00, 0.04], [-0.05, 0.08, 0.02], [0.23, -0.19, 0.24], [-0.05, -0.20, 0.12], [0.13, 0.10, -0.21], [-0.16, -0.01, -0.06], [-0.25, -0.01, -0.07], [-0.04, 0.09, 0.02], [0.28, -0.06, 0.22], [0.29, 0.01, -0.13], [0.00, -0.18, 0.04], [0.01, 0.12, -0.09], [-0.07, -0.02, -0.36], [-0.02, 0.09, 0.08], [0.43, -0.16, 0.26], [0.10, 0.15, 0.27], [-0.06, -0.17, -0.07], [0.01, 0.01, 0.02], [0.00, 0.15, -0.03], [-2.39, 3.54, 1.94], [3.57, -7.05, -5.01], [-0.06, -1.27, 1.13], [-0.54, 0.20, -0.75], [0.31, 0.54, 0.43], [1.01, 0.73, -0.52], [-0.49, -0.12, -0.36], [-0.07, 0.09, 0.45], [-1.97, 3.47, 2.13], [0.75, -0.42, -0.49], [-0.06, 0.05, 0.22], [0.03, -0.01, -0.06], [0.09, 0.20, 0.34], [0.04, 0.25, 0.01], [-0.19, -0.13, 0.02], [0.01, 0.00, -0.17], [0.06, 0.00, -0.22], [0.08, -0.07, -0.02], [0.05, 0.10, 0.35], [-0.20, -0.09, 0.20], [-0.05, 0.18, 0.00], [-0.03, -0.14, -0.02], [-0.29, -0.11, -0.20], [0.11, -0.05, 0.02], [0.00, 0.22, 0.50], [0.26, -0.02, 0.18], [-0.11, 0.11, -0.08], [-0.02, 0.01, 0.01], [0.03, -0.14, 0.02]],
  "lowdin_charge": [-0.075, -0.470, 0.031, 0.575, -0.229, -0.199, -0.316, -0.088, -0.185, -0.210, -0.096, -0.306, -0.069, -0.085, 0.702, -0.362, -0.390, -0.307, -0.370, -0.637, 0.592, -0.520, 0.074, -0.049, -0.211, -0.015, -0.294, 0.074, 0.042, 0.065, 0.098, 0.043, 0.093, 0.094, 0.084, 0.104, 0.107, 0.065, 0.061, 0.080, 0.115, 0.119, 0.099, 0.087, 0.093, 0.078, 0.080, 0.070, 0.071, 0.085, 0.065, 0.114, 0.082, 0.066, 0.128, 0.107, 0.125, -0.268, 0.815, -0.331, -0.148, -0.151, -0.304, -0.138, -0.152, -0.312, -0.147, -0.176, 0.075, 0.085, 0.059, 0.064, 0.071, 0.079, 0.074, 0.091, 0.046, 0.079, 0.065, 0.081, 0.088, 0.080, 0.057, 0.080, 0.072, 0.058, -0.283, 0.817, -0.333, -0.149, -0.157, -0.310, -0.156, -0.173, -0.310, -0.150, -0.166, 0.071, 0.081, 0.057, 0.073, 0.072, 0.056, 0.090, 0.082, 0.045, 0.079, 0.066, 0.074, 0.084, 0.092, 0.059, 0.075, 0.073, 0.076, -0.276, 0.820, -0.338, -0.153, -0.146, -0.309, -0.156, -0.167, -0.308, -0.149, -0.153, 0.081, 0.084, 0.053, 0.070, 0.071, 0.079, 0.090, 0.084, 0.044, 0.079, 0.068, 0.076, 0.087, 0.094, 0.055, 0.081, 0.054, 0.078],
  "e_lumo_ha": -0.0151,
  "largest_force_ev_per_a": 9.62,
  "homo_lumo_gap_ev": 4.906,
  "e_tot_ha": -4880.550614,
  "charge": -1
}